Version A
The following is a DFT calculation (ωB97M-V with the def2-TZVPD basis set) of one molecule with the formula C5H13N2.

Structure (XYZ):
```
20
Properties=species:S:1:pos:R:3:mulliken_charge:R:1
C 0.4303 -0.7703 -2.1588 -0.804
C 1.6000 -0.3080 -1.3418 -0.493
C 1.0706 -0.1406 0.1231 -0.575
C 0.1784 1.0880 0.3768 -0.955
N -0.6268 1.1419 1.6948 -0.148
C -1.4079 0.1348 2.0077 -0.437
N -2.2949 -0.4527 1.1552 -0.521
H -0.1366 -1.5122 -1.5140 0.219
H -0.2707 0.1556 -2.1388 0.180
H 0.5871 -1.3142 -3.1999 0.288
H 2.4198 -0.9761 -1.4432 0.360
H 1.9453 0.6158 -1.8196 0.283
H 1.8736 0.1846 0.7726 0.312
H 0.7973 -1.0327 0.5433 0.488
H 0.7547 1.9535 0.4048 0.399
H -0.7250 1.1758 -0.3948 0.248
H -0.2504 1.8009 2.3501 0.253
H -1.5433 -0.0105 3.0963 0.363
H -1.9305 -0.3323 0.1306 0.290
H -2.4711 -1.4014 1.3558 0.250
```

Summary:
LUMO (alpha / beta) ... 0.0389 / 0.0367 Ha
Expectation value of S² ... 0.753
Total charge ... 0
Kohn-Sham gap (alpha / beta) ... 5.8 / 10.1 eV
HOMO level (alpha / beta) ... -4.6945 / -9.0527 eV
2S+1 ... 2

Version B
The following is a DFT calculation (ωB97M-V with the def2-TZVPD basis set) of one molecule with the formula C5H13N2.

Structure (XYZ):
```
20
Properties=species:S:1:pos:R:3:mulliken_charge:R:1
C 0.8130 -0.6650 -2.4679 -1.179
C 0.7741 0.0465 -1.0226 0.566
C -0.7544 0.4282 -0.6685 -1.106
C -0.9875 1.1858 0.6984 -0.645
C -0.3499 0.5502 1.9889 -0.631
N -0.7772 -0.9007 2.1824 -0.650
N 1.0438 -1.0511 -0.1802 -0.650
H 1.4338 -1.5506 -2.3705 0.355
H 1.3032 0.0630 -3.1333 0.297
H -0.1908 -0.8701 -2.8592 0.320
H 1.3832 0.9741 -1.0471 0.390
H -1.2554 1.0735 -1.3805 0.350
H -1.1630 -0.5699 -0.7435 0.491
H 2.0281 -1.3365 -0.1110 0.181
H -2.0601 1.2146 0.8942 0.357
H -0.8422 1.0237 2.8469 0.436
H 0.7426 0.7265 2.0291 0.273
H -0.1206 -1.4210 1.5865 0.275
H -0.5107 -1.0842 3.1579 0.251
H -0.5100 2.1634 0.5999 0.319
```

Summary:
LUMO (alpha / beta) ... 0.0404 / -0.0156 Ha
Expectation value of S² ... 0.754
Total charge ... 0
Kohn-Sham gap (alpha / beta) ... 10.3 / 8.8 eV
HOMO level (alpha / beta) ... -9.1926 / -9.1987 eV
2S+1 ... 2

It comes down to version B, which is 0.784 eV more stable than the next structure.